C20H17BClF4GeO2Rb | ωB97M-V with the def2-TZVPD basis set

```
47
Properties=species:S:1:pos:R:3:forces:R:3
Rb -1.586375 2.718887 -0.980177 0.18 0.31 -0.30
Cl -6.479616 -1.399057 4.267326 0.08 0.06 -0.08
C -5.253127 -0.684725 3.218199 0.05 -0.03 0.00
C -4.032075 -1.357744 3.022227 0.03 -0.16 0.08
C -3.059495 -0.830184 2.225562 -0.10 0.08 0.01
C -3.214807 0.440313 1.546392 0.13 0.00 -0.07
O -2.294970 0.924623 0.849845 -0.16 -0.23 0.27
C -4.497016 1.073378 1.746953 -0.30 0.24 -0.01
C -4.884411 2.312302 1.096243 0.16 -0.21 0.05
O -4.266759 2.954026 0.267925 -0.01 0.10 -0.05
C -5.472183 0.504003 2.584471 -0.02 -0.07 0.07
H -3.870492 -2.312872 3.510698 -0.02 0.02 0.01
H -2.129177 -1.357142 2.064811 0.07 -0.02 -0.01
H -5.887513 2.675952 1.419607 -0.02 0.01 -0.02
H -6.417173 1.021283 2.717916 0.01 0.02 -0.01
F -2.443533 7.213971 -1.839628 0.02 -0.01 -0.01
B -1.504431 6.318209 -2.384361 -0.03 0.23 -0.11
F -0.727813 5.759226 -1.348365 0.07 -0.17 0.19
F -0.666659 7.001615 -3.287200 -0.03 -0.03 0.03
F -2.176279 5.275071 -3.053516 -0.06 -0.17 -0.02
C 0.763951 0.817896 -2.189242 0.16 -0.01 -0.16
H 1.380292 1.478930 -2.809804 -0.10 0.07 -0.02
H 0.392670 -0.005089 -2.812714 -0.07 0.02 0.01
Ge 1.788011 0.096176 -0.795058 -0.08 0.01 0.07
C 1.085366 -1.648506 -0.194545 -0.05 -0.11 0.16
C 0.686041 -1.850924 1.126519 0.00 -0.10 0.02
C 0.231171 -3.088956 1.569287 -0.01 0.10 0.01
C 0.157674 -4.158949 0.690309 -0.01 -0.01 -0.01
C 0.539146 -3.977527 -0.632360 0.01 0.01 -0.02
C 0.994926 -2.737967 -1.063650 -0.02 0.01 0.02
C 3.738446 -0.325806 -1.013192 0.13 0.04 -0.03
C 4.692323 0.194701 -0.140001 0.10 -0.08 0.00
C 6.048713 -0.089555 -0.281293 -0.08 0.03 0.03
C 6.481353 -0.915845 -1.307529 -0.01 -0.02 -0.03
C 5.548974 -1.444069 -2.193677 -0.03 0.03 0.02
C 4.200923 -1.141842 -2.047296 0.06 0.01 -0.03
H 1.904452 0.924054 0.531112 -0.04 0.00 -0.01
H 0.719682 -1.023704 1.826591 0.01 0.03 -0.01
H -0.077178 -3.208253 2.602417 -0.01 -0.02 -0.01
H -0.205674 -5.122449 1.029304 0.01 0.00 0.00
H 0.477601 -4.804115 -1.332048 0.00 0.00 0.00
H 1.276346 -2.617012 -2.104816 0.00 0.03 0.00
H 4.369028 0.833708 0.675659 -0.02 0.02 0.00
H 6.766492 0.335450 0.412568 0.00 0.00 0.00
H 7.535239 -1.143331 -1.422270 0.00 0.00 0.00
H 5.877146 -2.085893 -3.004290 0.00 -0.01 0.00
H 3.490792 -1.542262 -2.764910 -0.01 0.01 0.00
```
Positions in Å, forces in eV/Å.

Values from the calculation:
Highest occupied orbital energy in eV: -1.37
Relative energy (zero: lowest compared OMol25 entry of this formula, charge and spin) in eV: 0.954
Frontier orbital gap in eV: 5.42
Total charge: -2

***

C20H17BF4N | ωB97M-V with the def2-TZVPD basis set

```
43
Properties=species:S:1:pos:R:3:forces:R:3
F 2.173366 3.810515 -3.501501 -1.22 -0.47 0.34
C 0.908219 3.358430 -3.220554 0.26 0.29 -0.24
C -0.174675 4.167098 -3.596567 0.01 -0.72 0.54
C -1.443891 3.665718 -3.293283 -0.22 0.57 -0.28
F -2.531338 4.435722 -3.631773 1.03 -0.83 0.39
C -1.652955 2.440546 -2.668687 0.63 -0.35 0.03
C -0.534452 1.638524 -2.316275 0.02 1.71 -0.60
C -0.752834 0.384218 -1.622560 0.00 -1.30 0.83
C 0.182835 -0.383718 -1.028495 -0.31 0.80 -0.81
C -0.087699 -1.685545 -0.341138 -0.10 -0.75 -2.49
C 1.118794 -2.610648 -0.385185 -0.14 -0.10 -0.07
C 1.006346 -3.916532 -0.871806 0.25 0.01 0.12
C 2.134156 -4.738707 -0.830452 -0.18 -0.65 0.00
F 2.016634 -6.033987 -1.264663 0.11 1.29 0.34
C 3.360732 -4.326879 -0.315698 -0.10 0.42 -0.25
C 3.445901 -2.989505 0.076061 0.23 -0.05 0.43
F 4.630789 -2.537749 0.596553 -1.09 -0.33 -0.64
C 2.351956 -2.122457 0.028738 0.72 0.03 0.29
C 0.760367 2.126727 -2.588713 -0.13 0.01 -0.11
H -0.027955 5.139490 -4.056040 -0.06 -0.23 0.01
H -2.660578 2.091304 -2.456497 0.14 0.15 -0.11
H -1.792790 0.035744 -1.571014 0.24 0.21 -0.01
H 1.227288 -0.126493 -1.166298 -0.03 0.14 0.26
H -0.938682 -2.160730 -0.877339 0.41 0.11 0.52
H 0.072791 -4.270634 -1.304702 0.22 -0.09 0.22
H 4.225343 -4.990929 -0.277818 -0.33 0.20 0.02
H 2.485636 -1.067058 0.294457 0.01 -0.56 0.13
H 1.642927 1.538645 -2.322879 -0.26 0.37 -0.22
H -0.446410 -1.532198 0.657511 -0.22 0.13 1.51
B -1.258681 -1.440742 2.445050 -0.17 -3.40 0.34
N -1.358611 -0.043637 2.788417 -0.05 3.51 0.16
C -1.797992 0.226958 4.042636 0.08 -0.10 -0.10
C -1.946332 1.513723 4.509895 -0.09 0.30 0.21
C -1.659113 2.614691 3.704104 0.18 -0.41 -0.54
C -1.214139 2.326191 2.409145 0.03 -0.07 -0.04
C -1.068814 1.009352 1.972144 -0.17 0.22 0.51
H -2.260524 -2.050818 2.154168 0.43 0.57 -0.34
H -0.358928 -2.093161 2.917047 -0.08 0.54 -0.47
H -2.020934 -0.638528 4.650122 -0.03 0.01 0.15
H -2.291532 1.664644 5.521646 -0.03 -0.13 0.05
H -1.773932 3.653937 4.057842 0.07 -0.77 -0.22
H -0.969512 3.127487 1.715606 -0.03 -0.23 0.09
H -0.720779 0.790994 0.968792 -0.03 -0.09 0.04
```
Positions in Å, forces in eV/Å.

Values from the calculation:
Highest occupied orbital energy in eV: -11.64
Frontier orbital gap in eV: 6.99
Total charge: +1

***

C20H17BN4O7 | ωB97M-V with the def2-TZVPD basis set

```
49
Properties=species:S:1:pos:R:3:forces:R:3
N 0.151072 -0.921431 5.510404 -0.58 1.09 -0.41
B -0.127906 -0.090080 4.268878 0.28 -0.43 -0.08
O 0.644162 -0.264203 3.087236 -1.39 4.89 9.56
C -1.372124 0.971756 4.407863 -0.92 0.62 -0.73
C -1.013775 2.460906 4.484773 -4.81 -1.29 0.16
C -2.191007 3.436349 4.616950 0.05 -2.82 -0.04
C -3.643609 2.928159 4.707518 2.27 -2.23 -0.47
C -3.901512 1.444975 4.626248 2.40 -0.24 -0.31
C -2.781834 0.425163 4.451450 0.62 4.27 0.44
C -3.361562 -1.035209 4.350379 -0.45 1.32 -0.22
O -2.807901 -2.120566 4.245605 -1.14 2.34 0.42
N -4.810440 -0.786962 4.355340 0.83 0.14 1.28
C -5.222844 0.585462 4.688007 0.26 -0.03 0.15
O -6.370891 0.888770 4.979271 2.41 -0.50 -0.65
H 0.147983 -0.258595 6.311487 -0.04 -0.64 -0.51
H -0.727282 -1.457571 5.644832 0.68 0.07 0.01
H 1.572145 -0.331906 3.415005 -0.90 -0.55 -0.42
H 0.069406 2.779831 4.435470 -1.61 -0.32 0.03
H -1.935423 4.547619 4.639272 -0.72 -1.70 0.03
H -4.532954 3.617371 4.804246 1.37 -0.80 -0.11
H -5.370017 -1.527141 4.811667 0.28 0.59 -0.74
C 3.816097 -1.538422 -2.457170 -0.03 -0.05 0.05
C 3.542051 -2.814107 -1.974663 -0.11 0.19 0.02
C 2.757157 -2.974897 -0.839074 0.02 -0.17 -0.01
C 2.247657 -1.850207 -0.196775 0.62 0.01 -0.48
C 2.524011 -0.571048 -0.669491 -0.02 0.04 0.02
C 3.312211 -0.418410 -1.804165 0.47 -0.53 0.46
N 1.397078 -2.016072 0.987876 -0.05 0.20 -0.21
O 1.191485 -3.153056 1.386160 -0.03 0.31 -0.12
O 0.936311 -1.003166 1.513467 0.95 -4.23 -7.13
H 4.424999 -1.416330 -3.347968 -0.03 0.01 0.10
H 3.938589 -3.684346 -2.486681 -0.06 0.06 0.09
H 2.550496 -3.973765 -0.472734 -0.09 0.21 0.12
H 2.134156 0.309356 -0.171203 -0.05 -0.22 0.07
H 3.531122 0.567624 -2.179897 0.25 -0.28 0.36
C -0.747906 0.244198 -7.210012 0.00 0.00 0.00
C 0.537214 0.454895 -7.698088 -0.09 0.01 0.20
C 1.571252 0.764897 -6.823718 0.15 0.00 -0.10
C 1.307217 0.857001 -5.460701 -0.53 -0.23 -0.45
C 0.022753 0.654946 -4.966032 -0.08 -0.01 0.18
C -1.006304 0.348045 -5.847506 0.18 0.02 -0.13
N 2.399835 1.158990 -4.531900 0.18 0.15 0.14
O 3.511935 1.348496 -5.001533 -0.40 -0.09 0.26
O 2.138580 1.199350 -3.339043 -0.52 0.71 -1.18
H -1.552389 -0.003333 -7.895260 0.08 0.03 0.07
H 0.733198 0.374175 -8.761629 0.03 0.02 0.13
H 2.568517 0.926834 -7.215979 -0.06 0.00 0.24
H -0.190357 0.729987 -3.905826 0.22 0.02 -0.10
H -2.010653 0.185670 -5.472353 0.13 0.03 0.01
```
Positions in Å, forces in eV/Å.

Values from the calculation:
Highest occupied orbital energy in eV: -9.04
Frontier orbital gap in eV: 8.20
Total charge: 0